# 1
ORCA calculation (wB97M-V/def2-TZVPD) on C21H33BrIrN4O2S as an isolated structure.

Computed properties:
Charge ... +2
Strongest force on any atom ... 0.2 eV Å⁻¹
Orbital gap (spin up / spin down) ... 9.0182 / 6.6870 eV
E ... -4265.3862 hartree
Multiplicity ... 6
HOMO level (spin up / spin down) ... -13.8 / -15.0 eV
Relative energy (zero: lowest compared OMol25 entry of this formula, charge and spin) ... 3.0 kcal per mole
LUMO (spin up / spin down) ... -4.7728 / -8.2674 eV

Geometry (Å):
Ir (0.31, 0.07, 1.13)
N (-3.02, 2.28, 3.05)
C (-2.03, 1.49, 2.65)
O (-1.32, 1.78, 1.67)
C (-1.75, 0.23, 3.44)
C (-0.98, -0.76, 2.60)
H (-3.20, 3.14, 2.56)
H (-3.60, 2.04, 3.83)
H (-2.68, -0.19, 3.82)
H (-1.16, 0.54, 4.31)
H (-1.63, -1.39, 1.98)
H (-0.31, -1.40, 3.18)
C (6.17, -5.10, -0.91)
C (5.71, -4.74, 0.51)
C (6.82, -3.96, 1.21)
C (5.43, -6.04, 1.30)
C (4.41, -3.96, 0.44)
C (4.26, -2.70, 1.07)
C (3.07, -2.06, 0.97)
Br (2.88, -0.36, 1.81)
C (1.93, -2.57, 0.25)
O (0.85, -1.92, 0.18)
C (2.08, -3.88, -0.37)
C (3.31, -4.49, -0.25)
C (0.99, -4.60, -1.16)
C (0.79, -6.00, -0.55)
C (-0.38, -3.92, -1.19)
C (1.48, -4.75, -2.62)
H (7.11, -5.64, -0.85)
H (6.33, -4.20, -1.51)
H (5.45, -5.74, -1.43)
H (7.73, -4.56, 1.20)
H (6.59, -3.76, 2.26)
H (7.04, -3.02, 0.70)
H (6.35, -6.62, 1.37)
H (4.67, -6.66, 0.82)
H (5.10, -5.82, 2.32)
H (5.08, -2.26, 1.62)
H (3.44, -5.46, -0.72)
H (0.46, -5.93, 0.49)
H (1.69, -6.61, -0.58)
H (0.02, -6.53, -1.11)
H (-0.80, -3.79, -0.19)
H (-1.06, -4.56, -1.75)
H (-0.35, -2.95, -1.69)
H (2.41, -5.31, -2.69)
H (1.63, -3.77, -3.08)
H (0.72, -5.28, -3.20)
C (0.69, 5.22, 1.21)
C (1.68, 4.21, 0.63)
C (1.01, 3.18, -0.21)
N (0.97, 1.92, 0.05)
N (0.24, 1.15, -0.82)
C (-0.30, 1.87, -1.78)
N (-1.09, 1.38, -2.73)
S (0.13, 3.55, -1.66)
H (1.21, 5.93, 1.84)
H (-0.07, 4.71, 1.81)
H (0.18, 5.78, 0.42)
H (2.21, 3.68, 1.42)
H (2.43, 4.72, 0.02)
H (-1.26, 0.38, -2.77)
H (-1.45, 1.95, -3.47)



# 2
ORCA calculation (wB97M-V/def2-TZVPD) on C21H33Cl14IN2S as an isolated structure.

Computed properties:
Strongest force on any atom ... 2.3 eV Å⁻¹
Orbital gap ... 7.9881 eV
E ... -8068.0608 hartree
HOMO level ... -8.7 eV
LUMO ... -0.7355 eV

Geometry (Å):
C (-7.78, 3.41, 2.35)
C (-6.80, 2.85, 1.30)
C (-5.88, 1.91, 1.70)
C (-4.96, 1.36, 0.69)
I (-3.56, -0.10, 1.35)
C (-5.00, 1.73, -0.63)
C (-5.94, 2.74, -1.09)
N (-6.10, 3.25, -2.33)
S (-7.29, 4.35, -2.11)
N (-7.70, 4.22, -0.54)
C (-6.83, 3.28, -0.08)
H (-8.75, 3.56, 1.83)
H (-7.42, 4.33, 2.84)
H (-7.94, 2.60, 3.08)
H (-5.82, 1.56, 2.74)
H (-4.31, 1.29, -1.33)
Cl (-2.74, 2.65, -1.48)
C (-2.38, 3.58, -2.97)
C (-0.98, 3.35, -3.48)
Cl (0.25, 4.05, -2.39)
H (-2.56, 4.63, -2.76)
H (-3.10, 3.25, -3.72)
H (-0.85, 3.83, -4.45)
H (-0.76, 2.29, -3.59)
Cl (0.50, 0.18, 0.42)
C (1.70, 1.33, -0.24)
C (2.84, 0.63, -0.93)
Cl (3.88, -0.26, 0.22)
H (2.05, 1.96, 0.58)
H (1.17, 1.96, -0.96)
H (3.48, 1.36, -1.43)
H (2.48, -0.08, -1.67)
Cl (3.68, -5.46, -2.80)
C (4.54, -3.93, -2.50)
C (3.61, -2.74, -2.57)
Cl (3.01, -2.44, -4.22)
H (5.34, -3.85, -3.23)
H (4.98, -3.99, -1.51)
H (4.14, -1.84, -2.26)
H (2.75, -2.87, -1.92)
Cl (-7.37, -5.30, 3.75)
C (-6.57, -4.50, 2.37)
C (-5.89, -3.22, 2.78)
Cl (-7.06, -1.95, 3.22)
H (-7.32, -4.33, 1.60)
H (-5.83, -5.20, 1.98)
H (-5.31, -2.83, 1.94)
H (-5.22, -3.37, 3.62)
Cl (-0.83, -9.13, -4.91)
C (-0.36, -7.58, -4.17)
C (1.14, -7.38, -4.17)
Cl (1.96, -8.51, -3.06)
H (-0.76, -7.54, -3.16)
H (-0.83, -6.79, -4.76)
H (1.38, -6.38, -3.83)
H (1.56, -7.52, -5.16)
Cl (7.42, -0.90, 1.28)
C (8.27, 0.63, 1.58)
C (7.35, 1.83, 1.52)
Cl (6.76, 2.14, -0.13)
H (9.08, 0.72, 0.86)
H (8.71, 0.56, 2.58)
H (7.88, 2.72, 1.84)
H (6.48, 1.70, 2.17)
Cl (7.84, 4.25, 3.62)
C (6.55, 4.70, 4.77)
C (6.01, 3.51, 5.52)
Cl (5.10, 2.40, 4.47)
H (5.77, 5.20, 4.21)
H (6.99, 5.41, 5.46)
H (5.33, 3.85, 6.30)
H (6.81, 2.94, 6.00)



# 3
ORCA calculation (wB97M-V/def2-TZVPD) on C21H33Cl2NO9P2Zn as an isolated structure.

Computed properties:
Strongest force on any atom ... 2.0 eV Å⁻¹
Orbital gap ... 8.8728 eV
E ... -4934.4769 hartree
HOMO level ... -8.5 eV
Relative energy (zero: lowest compared OMol25 entry of this formula, charge and spin) ... 120.0 kcal per mole
LUMO ... 0.3368 eV

Geometry (Å):
Zn (-0.11, 0.07, -0.32)
Cl (5.30, 4.39, -0.64)
C (3.91, 3.51, -0.15)
C (4.02, 2.58, 0.87)
C (2.90, 1.86, 1.27)
Cl (2.99, 0.73, 2.55)
C (1.69, 2.04, 0.62)
O (0.56, 1.40, 0.95)
C (1.59, 3.01, -0.39)
C (0.18, 3.15, -0.85)
O (-1.30, 1.47, -0.86)
C (2.69, 3.75, -0.77)
H (4.97, 2.42, 1.36)
H (0.01, 4.12, -1.34)
H (2.63, 4.51, -1.54)
C (-3.07, 4.12, -1.80)
C (-2.54, 4.62, -0.46)
C (-3.53, 5.56, 0.23)
O (-2.32, 3.51, 0.42)
P (-0.93, 2.68, 0.65)
O (-0.28, 2.10, -1.67)
C (-1.82, 1.56, 1.87)
P (-2.45, -0.04, 1.28)
O (-1.45, -0.89, 0.59)
O (-3.69, 0.15, 0.35)
C (-5.00, 0.47, 0.84)
C (-5.97, -0.62, 0.38)
C (-5.41, 1.83, 0.32)
O (-3.09, -0.71, 2.57)
C (-2.64, -1.75, 3.46)
C (-1.35, -2.41, 3.02)
C (-2.51, -1.17, 4.87)
O (-0.14, 3.67, 1.69)
C (-0.64, 4.53, 2.71)
C (-0.12, 4.04, 4.06)
C (-0.12, 5.94, 2.42)
H (-3.12, 4.94, -2.51)
H (-4.06, 3.70, -1.67)
H (-2.41, 3.35, -2.20)
H (-1.59, 5.16, -0.61)
H (-4.45, 5.02, 0.46)
H (-3.76, 6.39, -0.43)
H (-3.10, 5.94, 1.15)
H (-2.65, 2.13, 2.28)
H (-1.11, 1.33, 2.67)
H (-4.98, 0.47, 1.93)
H (-5.95, -0.70, -0.71)
H (-6.97, -0.38, 0.70)
H (-5.69, -1.58, 0.80)
H (-5.44, 1.81, -0.77)
H (-4.68, 2.58, 0.63)
H (-6.39, 2.10, 0.70)
H (-3.45, -2.48, 3.45)
H (-0.55, -1.68, 2.97)
H (-1.47, -2.87, 2.04)
H (-1.08, -3.18, 3.74)
H (-1.67, -0.48, 4.91)
H (-2.33, -1.99, 5.57)
H (-3.41, -0.66, 5.16)
H (-1.73, 4.52, 2.69)
H (0.96, 3.92, 4.00)
H (-0.56, 3.08, 4.32)
H (-0.37, 4.75, 4.84)
H (0.96, 5.94, 2.49)
H (-0.54, 6.65, 3.13)
H (-0.40, 6.24, 1.41)
O (1.72, -3.25, -1.41)
C (1.38, -2.15, -1.22)
N (1.09, -1.01, -1.06)



# 4
ORCA calculation (wB97M-V/def2-TZVPD) on C21H33IN3O3PZn as an isolated structure.

Computed properties:
Charge ... +2
Strongest force on any atom ... 7.4 eV Å⁻¹
Orbital gap ... 1.6825 eV
E ... -3626.9491 hartree
HOMO level ... -13.2 eV
LUMO ... -11.5526 eV

Geometry (Å):
C (1.68, 4.04, 1.19)
O (2.73, 4.38, 0.21)
C (3.03, 3.23, -0.67)
C (3.94, 2.13, 0.20)
C (3.15, 0.72, 0.49)
C (2.89, 0.40, 2.09)
C (3.51, -1.03, 2.58)
C (2.43, -2.26, 2.66)
C (1.58, -2.50, 1.25)
C (2.68, -3.01, 0.14)
C (2.12, -3.08, -1.40)
C (1.18, -1.77, -1.83)
C (-0.35, -2.25, -2.17)
C (-1.52, -1.21, -1.58)
N (-1.77, -1.28, -0.10)
C (-2.87, -0.32, 0.24)
C (-3.34, -0.27, 1.84)
I (-2.29, -1.54, 3.28)
C (-4.57, 0.70, 2.40)
C (-5.08, 0.77, 3.97)
C (-5.40, 1.67, 1.33)
C (-4.90, 1.63, -0.23)
C (-3.67, 0.66, -0.78)
N (-3.35, 0.73, -2.25)
C (-2.26, -0.22, -2.65)
P (-1.78, -0.26, -4.52)
N (-2.55, 0.85, -5.42)
O (-2.20, -1.83, -5.17)
O (-0.06, 0.03, -4.72)
H (1.15, 5.05, 1.48)
H (2.10, 3.56, 2.18)
H (0.85, 3.33, 0.76)
H (3.59, 3.53, -1.66)
H (1.99, 2.77, -1.01)
H (4.86, 1.86, -0.51)
H (4.39, 2.63, 1.18)
H (2.07, 0.83, 0.01)
H (3.76, -0.18, 0.07)
H (1.71, 0.34, 2.29)
H (3.26, 1.31, 2.78)
H (3.92, -0.86, 3.68)
H (4.45, -1.31, 1.89)
H (1.67, -2.17, 3.55)
H (3.07, -3.25, 2.86)
H (0.76, -3.34, 1.45)
H (1.04, -1.50, 1.00)
H (3.70, -2.41, 0.16)
H (2.96, -4.13, 0.45)
H (1.56, -4.11, -1.62)
H (3.08, -3.10, -2.10)
H (1.27, -0.88, -1.08)
H (1.65, -1.40, -2.86)
H (-0.51, -2.54, -3.29)
H (-0.53, -3.26, -1.55)
H (-6.26, 0.63, 4.07)
H (-4.59, -0.03, 4.67)
H (-4.85, 1.85, 4.39)
H (-6.30, 2.36, 1.63)
H (-5.47, 2.33, -1.00)
H (-3.16, 1.41, -4.79)
H (-3.16, -1.89, -5.44)
H (0.13, 0.75, -4.04)
Zn (-7.10, 2.65, -0.01)



Among the records above, which one has the highest E?
C21H33IN3O3PZn